Formula: C67H56CrGeN4O4
Source: the Open Molecules 2025 dataset
Level of theory: wB97M-V/def2-TZVPD

Last column: Löwdin charge in e.
Geometry (Å):
Cr (0.304, -0.683, 0.489)  0.790
C (2.104, 3.597, -4.007)  0.030
C (1.417, 3.830, -2.656)  -0.537
C (1.175, 5.328, -2.439)  0.020
O (0.202, 3.096, -2.612)  -0.005
C (0.335, 1.982, -1.763)  -0.152
C (1.603, 2.278, -0.941)  -0.146
O (2.218, 3.358, -1.581)  -0.003
C (2.551, 1.034, -0.868)  -0.389
O (1.834, 0.029, -0.284)  -0.215
C (3.789, 1.241, 0.007)  -0.157
C (4.498, 0.090, 0.338)  -0.020
C (5.592, 0.163, 1.178)  -0.072
C (5.992, 1.386, 1.692)  -0.081
C (5.304, 2.535, 1.343)  -0.069
C (4.206, 2.468, 0.497)  -0.036
C (3.070, 0.641, -2.255)  -0.126
C (4.157, 1.289, -2.833)  -0.023
C (4.627, 0.886, -4.074)  -0.067
C (4.045, -0.179, -4.742)  -0.081
C (2.974, -0.834, -4.162)  -0.070
C (2.488, -0.418, -2.936)  -0.024
C (-1.003, 1.700, -0.987)  -0.359
O (-0.888, 0.504, -0.302)  -0.259
C (-1.370, 2.849, -0.046)  -0.140
C (-1.847, 2.579, 1.228)  -0.037
C (-2.233, 3.608, 2.069)  -0.077
C (-2.125, 4.925, 1.659)  -0.075
C (-1.705, 5.199, 0.369)  -0.059
C (-1.361, 4.168, -0.486)  -0.019
C (-2.139, 1.553, -2.027)  -0.119
C (-1.929, 0.907, -3.241)  -0.037
C (-2.971, 0.709, -4.133)  -0.072
C (-4.246, 1.151, -3.829)  -0.082
C (-4.467, 1.797, -2.626)  -0.070
C (-3.425, 1.995, -1.735)  -0.027
H (1.459, 3.975, -4.795)  0.094
H (2.264, 2.537, -4.175)  0.074
H (3.062, 4.108, -4.038)  0.095
H (0.420, 5.692, -3.127)  0.096
H (2.108, 5.858, -2.608)  0.092
H (0.856, 5.514, -1.418)  0.077
H (0.527, 1.077, -2.358)  0.132
H (1.331, 2.561, 0.088)  0.152
H (4.176, -0.862, -0.065)  0.119
H (6.135, -0.735, 1.431)  0.100
H (6.849, 1.445, 2.347)  0.103
H (5.621, 3.492, 1.732)  0.108
H (3.677, 3.365, 0.215)  0.118
H (4.630, 2.113, -2.322)  0.126
H (5.456, 1.408, -4.526)  0.108
H (4.423, -0.500, -5.703)  0.104
H (2.509, -1.669, -4.665)  0.098
H (1.648, -0.924, -2.494)  0.080
H (-1.950, 1.553, 1.552)  0.088
H (-2.619, 3.377, 3.051)  0.101
H (-2.405, 5.734, 2.318)  0.104
H (-1.657, 6.221, 0.022)  0.108
H (-1.106, 4.382, -1.507)  0.108
H (-0.950, 0.551, -3.518)  0.109
H (-2.775, 0.205, -5.070)  0.104
H (-5.061, 0.978, -4.516)  0.104
H (-5.456, 2.150, -2.377)  0.107
H (-3.629, 2.497, -0.804)  0.113
C (1.019, 3.637, 3.982)  -0.044
C (1.823, 3.039, 3.024)  -0.037
C (1.473, 1.816, 2.487)  -0.002
C (0.310, 1.175, 2.911)  -0.254
C (-0.462, 1.743, 3.928)  -0.024
C (-0.112, 2.976, 4.442)  -0.067
N (-0.035, -0.053, 2.345)  -0.010
N (-0.535, -0.875, 3.203)  0.118
C (-0.787, -2.135, 2.758)  -0.322
C (-0.563, -3.187, 3.665)  0.004
C (-0.517, -4.488, 3.219)  -0.033
C (-0.667, -4.756, 1.859)  -0.034
C (-0.992, -3.740, 0.989)  -0.123
C (-1.135, -2.401, 1.401)  -0.253
H (1.277, 4.609, 4.375)  0.113
H (2.728, 3.526, 2.693)  0.104
H (2.109, 1.320, 1.770)  0.093
H (-1.354, 1.227, 4.259)  0.110
H (-0.728, 3.431, 5.204)  0.115
H (-0.372, -2.943, 4.699)  0.124
H (-0.351, -5.297, 3.913)  0.116
H (-0.598, -5.766, 1.490)  0.118
H (-1.215, -4.001, -0.038)  0.109
C (-0.173, -3.265, -2.940)  -0.003
C (-0.361, -2.248, -2.012)  -0.094
N (0.426, -2.078, -0.954)  0.013
C (1.418, -2.978, -0.751)  -0.145
C (1.717, -4.010, -1.666)  -0.120
C (0.892, -4.134, -2.796)  0.037
C (2.842, -4.843, -1.409)  0.007
C (3.612, -4.667, -0.304)  0.007
C (3.281, -3.688, 0.672)  -0.123
C (3.987, -3.520, 1.874)  0.028
C (3.550, -2.566, 2.765)  -0.007
C (2.427, -1.799, 2.459)  -0.065
N (1.730, -1.928, 1.338)  0.055
C (2.164, -2.850, 0.446)  -0.131
H (-0.835, -3.342, -3.788)  0.122
H (-1.143, -1.513, -2.148)  0.098
H (1.098, -4.898, -3.528)  0.129
H (3.082, -5.612, -2.126)  0.124
H (4.485, -5.281, -0.139)  0.125
H (4.842, -4.141, 2.093)  0.129
H (4.061, -2.404, 3.702)  0.122
H (2.090, -1.060, 3.171)  0.123
Ge (-2.863, -1.596, 0.618)  1.098
C (-3.866, -0.360, 1.793)  -0.289
C (-4.814, 0.459, 1.187)  -0.111
C (-5.626, 1.279, 1.950)  -0.066
C (-5.497, 1.297, 3.329)  -0.074
C (-4.555, 0.487, 3.939)  -0.081
C (-3.749, -0.343, 3.177)  -0.123
C (-3.810, -3.335, 0.403)  -0.308
C (-3.898, -3.901, -0.863)  -0.133
C (-4.451, -5.155, -1.050)  -0.082
C (-4.937, -5.863, 0.036)  -0.081
C (-4.856, -5.313, 1.303)  -0.078
C (-4.295, -4.061, 1.485)  -0.106
H (-2.793, -1.037, -0.787)  0.019
H (-4.910, 0.458, 0.109)  0.090
H (-6.373, 1.901, 1.479)  0.110
H (-6.136, 1.932, 3.926)  0.108
H (-4.456, 0.493, 5.015)  0.107
H (-3.019, -0.973, 3.671)  0.085
H (-3.539, -3.340, -1.717)  0.089
H (-4.510, -5.581, -2.041)  0.104
H (-5.386, -6.834, -0.107)  0.106
H (-5.240, -5.868, 2.148)  0.106
H (-4.247, -3.639, 2.480)  0.104

* energy relative to the best compared isomer or geometry (same formula, charge and spin): 6.0 kcal/mol
* charge: +1
* Kohn-Sham gap (spin up / spin down): 6.65 / 6.41 eV
* DFT total energy: -6227.93063 a.u.
* highest occupied orbital energy (spin up / spin down): -0.386 / -0.377 hartree
* spin multiplicity: 2